(1)
C32H80BClN5O25S9 | ωB97M-V with the def2-TZVPD basis set

CARTESIAN COORDINATES (ANGSTROEM)
H  -2.22287  -9.74364  -3.66857
H  6.60190  4.52496  2.88778
H  -1.31087  6.18696  -2.25542
H  4.71242  4.03707  4.39559
H  -7.97839  3.56229  -2.13202
O  6.40728  2.91368  1.67722
H  5.75605  2.60200  4.27595
H  -3.86944  -2.76989  1.02478
H  0.56704  10.98464  -1.47081
C  -3.74026  7.33442  -4.82583
C  -1.39552  -3.80842  -4.24791
N  0.40142  -2.77043  -1.63485
C  -0.38921  5.52769  0.96134
O  4.77004  1.07592  1.48454
C  -2.77641  -1.05941  -0.58626
C  -4.15725  5.94560  -5.25200
C  1.58659  10.81683  -1.81338
C  -0.29466  6.51442  -2.47748
H  -5.23468  5.87417  -5.40507
O  -3.72313  -8.75957  0.42068
H  -5.41529  -2.04180  0.60307
H  -0.47310  7.23079  2.27544
C  5.91046  -3.66609  0.52815
H  2.01697  11.77787  -2.09508
C  1.51603  -1.75827  -1.58681
H  -4.26228  7.65154  -3.92361
S  8.88042  -2.40772  0.88074
H  2.15838  -4.97690  -1.27616
H  -4.29246  3.02011  -1.46702
H  -1.44037  -9.56823  -2.10338
H  2.15563  10.40390  -0.98062
H  -7.66905  1.87924  -1.69115
Cl  -2.71192  0.50581  -1.44698
C  -5.65649  -10.36316  -0.34956
B  0.54759  -3.92112  -0.67602
O  -1.04427  8.74144  -3.61647
H  1.25090  -1.25115  0.58979
C  1.80546  0.47066  -0.47309
H  6.09749  -2.85128  -0.17113
C  -8.14869  2.80273  -1.36909
N  -1.47065  -1.72358  -0.63508
H  2.64723  9.76336  -3.36583
C  -1.92294  -9.02001  -2.91125
H  1.09642  5.21573  5.89076
H  0.01549  6.17808  -3.46316
H  -8.03934  4.24082  0.23204
H  1.16362  6.67210  1.95309
H  -6.51094  3.44136  -0.09954
C  1.51329  -0.84670  -0.38897
O  2.64246  -7.26902  3.93631
C  0.80882  4.30165  5.37931
H  4.64265  -6.86219  3.56114
H  4.94158  -5.38534  5.58335
H  -2.85334  -7.54504  -1.62031
H  -6.32620  -9.51090  -0.28079
O  8.56064  -1.21090  1.60294
H  10.70128  -2.88728  2.27973
C  -7.55141  0.64636  2.82498
O  4.64332  3.02119  -0.03126
H  -9.21815  2.61094  -1.28532
H  6.12172  0.68236  -0.96710
H  -2.67401  7.37097  -4.61669
O  8.14606  -3.62617  1.58290
S  -4.01072  -9.78339  -0.54256
H  -3.56120  -7.66075  -3.22754
C  -3.90319  3.20661  -2.46660
H  1.95039  0.94707  -1.44180
C  -4.59175  -2.64554  0.20534
O  -3.97767  5.76906  -2.02322
H  -1.01249  -1.89653  0.25387
N  -0.87294  -2.71006  -3.98616
H  0.10933  -7.19739  1.58479
C  5.07639  3.25702  3.72917
C  1.62886  9.88176  -3.00255
H  0.10983  -7.71684  3.29260
S  5.43714  2.10035  0.73152
C  3.95699  -6.87642  4.40930
H  -4.70456  -1.32691  -1.49780
H  -1.19411  -8.33239  -3.34327
H  -5.90320  -10.99450  -1.19877
H  -1.39582  5.16627  1.17208
H  11.17646  -2.17954  0.70731
H  4.25695  -7.69383  5.06014
H  -1.38965  -0.98155  -3.19855
O  1.21078  8.53070  -2.68051
O  -3.11855  -10.89389  -0.66632
H  10.68744  -3.89474  0.79410
H  -8.63565  0.61249  2.88634
H  -0.15469  -4.82937  0.96604
H  6.16169  -4.60197  0.02968
C  -7.59020  3.29275  -0.05245
H  -4.95731  -3.64385  -0.04256
H  1.41806  3.46498  5.71485
C  6.64959  1.35647  -0.29606
H  0.24411  4.66335  0.76379
C  10.53388  -2.90140  1.20661
C  0.70743  -7.62279  2.38917
O  1.21608  -5.04935  -1.09764
C  0.13708  6.34421  2.12030
S  2.02908  -6.50625  2.69781
O  2.96573  -6.52854  1.61232
H  7.16431  2.12849  -0.86106
H  5.10580  4.51270  1.96403
S  1.11714  4.49003  3.65927
N  -0.08765  -3.87185  0.63083
O  -5.90915  4.72577  -3.17075
H  -2.81620  3.22826  -2.45142
C  -3.95047  -1.95541  -1.02087
H  4.85050  -3.67713  0.78351
H  1.90005  1.10238  0.40685
H  6.51925  -2.54392  2.28177
O  -5.69349  1.33070  1.09117
H  -0.41870  6.15342  0.07010
O  -4.19803  -9.08487  -1.96052
O  2.43987  5.00065  3.44965
H  0.49832  -3.40044  1.31784
N  -1.48415  -1.96287  -2.92430
H  -3.67668  5.66121  -6.18556
H  7.33994  0.79537  0.33155
H  1.51221  -1.16758  -2.51097
S  -2.03254  -5.19929  -4.55370
S  -0.33850  8.27229  -2.46187
O  -3.74365  4.90425  -4.32155
O  -7.88980  2.41298  1.06844
H  3.70223  -4.72550  4.50902
O  0.71688  3.29659  2.97254
O  0.06911  5.64396  3.38925
H  3.22191  -5.58439  5.96819
H  1.11928  -8.58116  2.08691
S  -7.10001  1.05122  1.17602
H  6.48950  -4.28840  2.50552
H  -7.14016  1.39404  3.49714
H  -3.59913  -2.73593  -1.69864
H  -4.27833  2.46687  -3.16842
C  -3.12391  -8.24095  -2.41624
H  -7.13000  -0.33428  3.03533
O  1.48922  -5.24027  3.11135
H  4.22354  2.66324  3.40704
H  -5.67407  -10.94225  0.57102
H  -0.24608  4.08418  5.52163
C  3.95247  -5.56248  5.16042
C  -0.83509  -2.15471  -1.69494
C  5.78226  3.89335  2.55325
C  6.72175  -3.49958  1.79498
H  0.39486  6.17603  -1.70839
O  -7.64999  0.07960  0.27791
H  1.02165  10.25036  -3.83013
H  -2.93511  -0.78243  0.46058
H  2.45138  -2.33500  -1.60635
O  8.63568  -2.45271  -0.52968
O  -0.72188  8.71367  -1.15579
H  -3.97135  8.04502  -5.61896
S  -4.49765  4.79597  -2.93631

For the HOMO energy, the calculation gives -12.06 eV. The calculation puts the LUMO energy at -3.11 eV. The calculation puts the gap between HOMO and LUMO at 0.3291 Eh. As for the charge: +1. The total energy comes out at -7490.509825 Ha.


(2)
C32H80F4K2N2O24S4 | ωB97M-V with the def2-TZVPD basis set

CARTESIAN COORDINATES (ANGSTROEM)
H  -1.75306  -1.37160  5.08747
C  4.70962  2.01210  -6.24648
C  -4.35684  5.13335  0.36838
H  -3.89447  5.37968  -1.72977
H  0.54070  -2.51438  -0.38765
C  -4.34999  0.20849  -1.25465
H  -0.10212  -4.16868  -0.29718
H  -2.98429  -4.05177  1.08439
H  -3.93548  0.85836  -2.04157
H  4.15945  2.90929  -6.53082
O  -0.62807  2.40289  -4.47522
O  -4.41317  1.13896  3.97555
H  -2.98796  -2.62309  0.18900
H  -5.52972  -0.51479  3.53888
H  1.27228  -0.79378  -2.45689
H  2.08405  -2.26777  -3.01208
H  2.05846  -1.05456  4.61772
H  -1.85475  6.29544  -2.48344
H  6.67242  -6.07749  0.29908
H  4.66484  1.31416  -7.08900
H  -0.96673  1.21671  -6.14677
C  1.03986  -2.62202  5.41420
H  1.74357  -3.44213  5.22443
H  -1.69625  2.47284  5.21529
H  -5.82441  -1.84313  -0.83339
H  1.39523  -2.07381  3.35626
C  -2.94675  -1.76400  -4.60054
H  0.58560  -1.67056  -3.79690
O  2.26603  -6.55600  1.84378
H  -1.83599  -0.63176  3.51994
S  0.04838  1.90881  -1.21321
S  3.16825  5.40826  -2.71585
H  -5.58340  2.77976  1.06208
C  -0.81233  1.13383  -5.05495
C  -3.65254  5.83350  -0.76145
N  0.34331  2.48682  0.25664
C  1.53367  -1.37726  -3.34590
O  -3.98219  -1.14166  -1.33458
O  1.19736  -3.67351  1.22534
O  0.45040  -0.08315  0.86169
H  0.76002  -3.52211  7.93656
C  -3.10962  -3.70614  0.05735
O  0.05772  -0.73020  4.19164
H  -5.41210  0.39807  -1.46917
H  5.72607  2.33325  -5.99314
H  0.40531  -6.06016  2.59110
H  -4.15964  5.67023  1.32176
C  1.65910  -2.96204  7.65424
H  -5.75461  0.11339  5.18763
H  3.17550  -4.24731  1.25863
H  6.63950  -3.24672  1.41934
H  -5.62032  -3.98058  -2.01314
C  -1.20773  -1.29265  4.12489
F  2.33925  5.75042  -4.01669
C  5.81015  -5.62761  0.81736
H  2.57138  -4.01164  -0.33707
H  -2.59507  -2.21084  -3.65960
O  -3.88809  3.83396  0.54406
C  1.45608  -6.10656  2.90487
O  1.18787  1.41224  -1.88491
H  2.64588  -1.26647  0.65562
H  1.55277  -6.83031  3.71364
O  -1.24039  1.34959  -1.44464
C  -2.44274  2.42992  4.41021
N  4.23802  4.46064  -3.44273
H  1.74094  -5.11526  3.25998
H  0.03505  -3.05441  5.50527
H  -2.11559  3.32613  -5.56063
H  -1.44431  4.21935  -4.13880
C  -4.58875  2.99909  1.45677
S  -0.20257  1.14024  1.11212
H  -2.89016  0.82535  -4.68866
C  -5.02520  -0.05920  4.38912
H  5.51971  0.09479  -4.51970
H  -0.63185  -2.89759  0.86520
O  4.54146  -1.88152  0.77906
H  0.15244  0.62321  -5.00369
H  -3.91082  6.89665  -0.73147
H  2.45079  -3.65433  7.34876
H  -0.43646  6.16448  -1.39996
C  4.48266  0.10771  -4.88705
H  3.56388  -1.00547  -0.85217
F  6.40108  3.40715  -3.23059
H  2.79240  -6.28598  -0.06712
O  -1.59925  1.15147  1.39846
C  -4.75342  -3.44418  -1.62603
H  -2.11384  4.70401  5.61690
H  -5.44893  5.22453  0.27968
C  1.15994  -1.59995  4.31615
H  -1.27055  -2.32372  3.75200
O  5.37643  -4.42615  0.23504
H  -1.79554  0.20286  -3.38088
H  -3.94954  -3.61390  -2.36987
O  4.08498  1.44037  -5.11682
H  3.76032  0.05996  0.58678
O  -1.99564  -0.90769  -5.15460
C  -1.93785  0.32542  -4.45832
C  3.61187  -0.43979  -3.80473
H  -3.17904  -2.56118  -5.30668
C  6.29773  -3.41101  0.37842
H  2.00806  -2.39804  8.51791
C  5.68537  -2.08666  -0.01717
H  -2.90314  5.69460  4.36120
O  6.03838  5.17674  -1.73805
H  -3.42055  1.08270  5.78779
C  -2.89653  4.71951  4.84757
O  3.63631  6.68635  -2.31980
C  2.27322  -4.37090  0.65401
C  -1.48381  6.44547  -1.46712
O  -2.26065  5.62066  -0.59181
H  -2.31786  -4.04912  -0.61064
H  -2.08813  1.82860  3.57685
F  -0.13479  3.36851  -1.84948
H  -5.53823  -1.75138  -2.61250
H  7.25651  -3.53961  -0.14989
C  0.20397  -3.30185  0.29867
O  1.37099  -2.00762  6.65169
O  2.25574  4.70651  -1.87635
H  -4.08909  0.70460  -0.31868
O  4.86615  3.08616  -1.42232
H  -1.61474  7.49407  -1.18312
H  5.03907  -6.39602  0.77046
H  6.43168  -1.28412  0.03431
H  -3.97984  2.13696  1.69039
H  -2.57328  2.89811  -3.89937
O  -2.63423  3.73546  3.86996
H  -3.85964  4.59406  5.34844
C  -3.68058  1.78942  4.98788
H  -3.89366  -1.24785  -4.37212
H  -4.73368  3.56820  2.38469
H  6.10607  -5.50807  1.86667
H  -4.33289  2.50537  5.51169
C  3.61136  -0.96884  0.23847
H  5.33599  -2.12132  -1.06228
O  -4.39704  -4.03793  -0.41549
C  -5.07860  -1.96048  -1.63945
H  1.05732  -6.14336  0.21884
K  -1.23826  4.32057  1.46149
H  4.36576  -0.48396  -5.80465
H  3.68246  0.28083  -2.96393
F  0.43651  1.63912  2.49545
H  4.06025  -1.31972  -3.30816
C  2.04633  -5.88187  0.62448
C  -1.74275  3.24844  -4.52972
K  2.47545  4.05110  0.96165
H  -4.27311  -0.78977  4.71565
S  5.29734  4.11487  -2.33010
O  2.30509  -0.60663  -4.23562

For the HOMO energy, the calculation gives -8.64 eV. The calculation puts the LUMO energy at -1.46 eV. The calculation puts the gap between HOMO and LUMO at 0.2638 Eh. As for the charge: 0. The value obtained for the relative energy (zero: lowest compared OMol25 entry of this formula, charge and spin) is 32.2 kcal/mol. The total energy comes out at -6374.295368 Ha.


Q: The lowest HOMO energy belongs to which entry?
A: C32H80BClN5O25S9


Q: Among the records above, which one has the highest HOMO energy?
A: C32H80F4K2N2O24S4